Entry 1:
ORCA calculation (ωB97M-V/def2-TZVPD) on a molecular structure, C49H47CaN7O4P3.

XYZ file:
```
111
Properties=species:S:1:pos:R:3:forces:R:3
Ca 0.519 -0.709 -0.595 -0.315 0.195 0.582
P 3.563 -2.122 1.939 0.001 -0.222 0.035
P -0.291 2.551 0.683 0.009 0.041 0.032
P -1.449 1.781 -2.201 -0.071 -0.004 -0.126
O 0.406 1.223 0.782 0.009 0.153 -0.338
O 2.386 -2.517 -3.998 0.033 -0.076 0.032
O -2.710 -2.863 -0.524 -0.059 -0.071 0.053
O -0.861 0.417 -2.014 0.236 -0.043 0.238
N 1.989 -4.454 1.767 0.011 -0.009 0.025
N 2.560 0.181 -1.705 -0.108 -0.102 0.049
N -1.078 -1.031 2.003 0.124 0.033 -0.012
N 3.678 -4.446 3.501 -0.010 -0.034 0.054
N -0.461 -2.848 0.095 0.111 0.247 -0.550
N 1.677 -3.093 3.762 -0.035 -0.013 0.022
N 1.595 -2.395 -1.803 -0.423 -0.036 -0.077
C 1.333 6.225 1.394 -0.019 -0.001 -0.003
C -5.156 0.380 -1.522 -0.014 0.006 0.009
C 3.008 4.564 1.884 -0.004 0.000 -0.013
C -1.334 -0.355 3.124 0.079 -0.008 -0.044
C -1.664 3.397 2.934 -0.039 -0.040 -0.058
C 0.432 5.225 1.068 0.010 -0.009 0.001
C 3.032 -5.255 2.519 0.012 -0.007 0.005
C 2.234 -1.853 3.214 0.060 -0.017 -0.005
C -4.005 2.884 -1.911 0.001 -0.027 -0.003
C 2.628 -3.377 0.944 -0.063 0.059 -0.080
C 0.993 -3.857 2.772 0.036 0.016 0.000
C -3.365 -1.725 1.962 0.005 -0.007 -0.022
C -1.753 2.716 1.718 0.064 0.014 0.007
C 0.693 2.923 -5.412 0.017 -0.007 0.023
C -1.603 3.422 -5.940 -0.013 0.000 -0.007
C -3.606 -1.056 3.147 0.012 0.022 0.014
C -3.797 0.475 -1.789 -0.008 0.010 -0.028
C -0.085 -3.861 -0.833 -0.056 -0.057 0.113
C -5.360 2.780 -1.648 0.020 0.026 -0.007
C -3.222 1.731 -1.981 -0.014 -0.009 0.006
C 3.130 1.385 -1.597 -0.069 0.011 0.037
C 3.760 -0.161 -3.735 -0.031 -0.054 -0.024
C -1.769 -2.548 0.207 0.197 -0.147 -0.053
C -5.933 1.528 -1.450 0.010 -0.021 -0.002
C 4.520 -3.392 2.923 -0.056 0.083 -0.059
C -2.782 3.513 3.745 0.020 0.006 0.010
C -0.664 -5.130 -0.723 -0.051 0.097 0.108
C 2.686 -3.905 4.429 0.028 -0.009 0.007
C -0.249 -6.195 -1.499 0.084 -0.048 -0.063
C 4.033 1.877 -2.518 0.036 -0.003 -0.062
C -1.042 2.470 -3.806 0.020 -0.067 0.009
C -4.077 2.262 2.149 -0.009 -0.026 -0.003
C -0.746 3.000 -1.033 0.029 -0.064 0.006
C 2.236 -1.976 -2.904 0.044 -0.033 0.042
C -1.998 2.944 -4.698 0.029 0.001 0.035
C 0.958 -3.660 -1.766 0.169 -0.086 -0.092
C 0.820 3.888 1.146 0.012 -0.058 -0.004
C -2.567 -0.358 3.748 -0.057 -0.011 0.007
C 4.349 1.083 -3.614 -0.002 0.021 0.028
C -2.961 2.132 1.341 0.053 0.005 0.023
C 0.780 -6.002 -2.413 -0.064 -0.066 0.066
C -0.263 3.414 -6.293 -0.001 -0.001 -0.010
C -3.990 2.958 3.346 -0.012 0.001 0.019
C 0.308 2.450 -4.170 -0.055 0.008 -0.010
C 2.620 5.892 1.800 0.017 0.002 0.006
C 2.872 -0.591 -2.753 0.041 0.109 0.021
C 2.108 3.558 1.556 -0.028 0.008 0.008
C 1.370 -4.758 -2.539 0.081 0.139 0.007
C -2.075 -1.712 1.439 -0.002 0.041 -0.006
H 3.322 6.676 2.055 -0.001 0.002 0.000
H 1.425 -1.275 2.764 -0.067 0.046 -0.006
H 0.481 -4.707 3.225 -0.001 0.002 -0.018
H 2.654 -1.262 4.032 -0.039 0.011 -0.009
H -3.191 -0.423 -1.827 0.011 0.010 -0.003
H 1.049 2.039 -3.493 0.022 0.000 -0.014
H -1.477 -5.255 -0.017 -0.023 0.004 -0.003
H -0.730 -7.159 -1.397 0.005 -0.008 -0.018
H -5.013 1.811 1.845 0.003 -0.002 -0.006
H 3.292 -3.851 0.220 0.010 -0.030 0.005
H -5.969 3.672 -1.595 -0.004 -0.002 0.003
H 1.033 7.262 1.336 -0.002 0.001 -0.001
H 2.841 1.972 -0.731 0.003 -0.003 -0.007
H -6.992 1.451 -1.242 -0.002 -0.003 -0.001
H 0.039 3.779 -7.265 0.000 0.001 0.000
H -4.865 3.064 3.975 0.000 0.000 0.001
H -0.505 0.209 3.542 -0.003 0.003 -0.005
H 1.460 -5.048 1.120 -0.068 -0.034 -0.072
H 5.274 -3.848 2.278 0.001 0.001 0.000
H 0.203 3.307 -1.484 0.001 -0.019 -0.014
H 0.306 -3.250 2.179 -0.005 -0.025 0.003
H 5.050 1.432 -4.362 0.002 0.003 0.003
H -5.599 -0.595 -1.369 -0.005 0.002 0.001
H -3.034 1.563 0.425 -0.020 0.005 0.016
H 1.122 -6.819 -3.036 -0.001 -0.004 0.000
H 4.010 4.311 2.205 -0.002 -0.006 0.001
H 1.820 -2.931 0.368 0.203 0.097 0.131
H -1.382 3.889 -1.022 -0.003 0.005 0.032
H 3.745 -5.635 1.788 -0.017 0.001 -0.013
H -2.345 3.788 -6.636 -0.004 -0.001 0.004
H 1.737 2.897 -5.698 0.000 0.000 0.001
H -2.713 4.047 4.684 0.002 0.001 0.000
H 3.196 -3.301 5.179 0.000 0.005 -0.004
H -2.712 0.184 4.673 0.007 0.002 0.002
H -3.559 3.862 -2.056 -0.016 0.010 0.003
H -0.576 5.485 0.766 0.003 0.019 0.000
H 2.392 2.515 1.617 0.015 0.010 0.018
H 5.054 -2.891 3.733 0.004 -0.011 0.004
H -4.590 -1.075 3.599 -0.001 0.001 0.003
H 2.190 -4.738 4.932 -0.004 0.003 -0.007
H 3.953 -0.823 -4.566 0.000 0.000 0.001
H 2.158 -4.607 -3.258 0.008 0.012 -0.025
H -4.128 -2.281 1.436 0.000 0.003 -0.002
H -0.726 3.842 3.240 -0.012 0.011 0.024
H 4.474 2.855 -2.381 -0.005 0.002 0.008
H -3.047 2.926 -4.434 -0.016 0.010 -0.011
H 2.512 -6.086 2.996 -0.012 0.002 -0.007
```
Forces are in eV/Å.

Its multiplicity is 1. The value obtained for the relative energy (zero: lowest compared OMol25 entry of this formula, charge and spin) is 12.9 kcal/mol. The HOMO energy is -8.96 eV. The calculation puts the total energy at -4281.44847 a.u. Its net charge is +1. The value obtained for the HOMO-LUMO gap is 0.262 Eh.

***

Entry 2:
ORCA calculation (ωB97M-V/def2-TZVPD) on a single C4H7INOP molecule.

XYZ file:
```
15
Properties=species:S:1:pos:R:3:forces:R:3
I 1.340 1.410 -3.473 0.330 0.523 -0.264
P -0.212 -0.201 -2.649 -1.343 -0.073 -1.200
O -0.993 -0.298 1.034 1.153 0.683 2.349
N 0.786 0.618 -0.111 -2.929 -0.448 -1.204
C 0.370 0.119 0.970 -1.008 0.189 -0.951
C -0.735 0.535 -1.090 3.957 3.653 1.062
C 1.182 -0.153 2.216 -2.703 -0.581 -0.339
C -1.535 -0.327 -0.235 0.014 -3.309 -1.293
H 1.904 -0.894 1.899 0.568 0.213 0.425
H -1.229 -1.377 -0.629 -0.993 0.928 0.378
H -0.856 1.641 -1.171 -0.729 -0.920 0.122
H 0.718 -0.879 -1.956 1.210 -1.266 0.427
H -2.650 -0.304 -0.265 0.968 0.506 0.293
H 1.542 0.789 2.659 0.060 -0.742 -0.111
H 0.368 -0.677 2.800 1.445 0.644 0.305
```
Forces are in eV/Å.

Its multiplicity is 1. The value obtained for the relative energy (zero: lowest compared OMol25 entry of this formula, charge and spin) is 22.0 kcal/mol. The HOMO energy is -8.85 eV. The calculation puts the total energy at -925.59364 a.u. Its net charge is 0. The value obtained for the HOMO-LUMO gap is 0.336 Eh.

***

Entry 3:
ORCA calculation (ωB97M-V/def2-TZVPD) on 5 unconnected molecules or ions with the total composition C21H38BBr2N4O2.

XYZ file:
```
68
Properties=species:S:1:pos:R:3:forces:R:3
Br -1.905 -4.326 1.878 0.585 0.592 0.232
Br -4.832 -2.938 2.085 -0.051 0.465 -0.012
O 0.183 -2.091 -0.244 0.817 -0.171 -0.169
O -1.587 -3.349 -0.912 -0.665 0.286 -0.860
N -4.059 7.166 4.370 -0.092 -0.050 -0.001
N 0.457 -2.687 -5.018 -0.185 -0.268 -0.285
N -2.047 1.599 3.764 0.170 0.348 0.059
N 5.868 -2.878 -7.909 -0.050 0.078 -0.080
C 7.231 -4.512 -6.378 -0.348 0.016 -0.098
C 2.478 0.027 -5.793 0.121 -0.077 -0.213
C -2.987 7.401 4.700 0.349 0.284 0.112
C -1.350 5.442 6.266 0.012 -0.063 0.024
C 2.077 -0.695 -4.503 -0.254 -0.010 -0.268
C 6.473 -3.585 -7.238 0.380 -0.218 0.149
C -1.605 7.701 5.122 -0.170 -0.286 -0.162
C 5.392 -4.529 -4.613 -0.005 -0.028 -0.003
C -2.508 1.547 4.813 0.028 -0.110 0.472
C 1.159 -1.811 -4.793 0.428 0.433 0.363
C -1.048 -2.903 -2.162 0.339 -0.420 2.130
C 3.198 -0.886 -6.779 -0.022 0.106 -0.011
C 0.333 -2.238 -1.629 -1.468 1.289 -1.131
C -1.895 -2.376 1.434 -1.330 -0.290 -0.643
C -3.392 -1.817 1.344 1.768 0.332 0.315
C 6.275 -5.363 -5.536 -0.185 0.004 0.226
C -3.128 1.440 6.146 -0.119 -0.013 -0.338
C -5.008 3.036 5.507 -0.016 -0.035 0.003
C -0.781 6.415 5.241 0.048 -0.226 0.100
C -3.370 -0.430 1.995 -0.916 -0.136 -0.929
C -4.641 1.659 6.052 -0.222 0.176 -0.042
B -1.283 -2.169 -0.077 0.419 -1.064 0.299
H 2.959 -1.093 -3.998 -0.041 -0.044 0.038
H 3.496 -0.330 -7.668 0.063 -0.042 0.017
H 6.862 -6.063 -4.937 0.067 0.010 -0.086
H 4.098 -1.314 -6.333 -0.001 -0.013 -0.055
H -0.729 5.920 4.270 0.000 0.084 -0.017
H -3.348 -0.463 3.081 0.063 -0.117 -0.086
H -1.363 -1.819 2.210 -0.081 -0.509 0.152
H 5.640 -5.960 -6.195 0.083 0.000 -0.046
H 0.241 6.677 5.522 -0.027 0.088 -0.053
H -1.156 8.372 4.389 -0.076 0.043 0.003
H 1.590 0.446 -6.272 -0.026 0.014 0.103
H -2.673 2.182 6.806 0.027 0.008 -0.024
H 7.893 -3.930 -5.734 -0.011 0.038 -0.025
H -5.081 0.891 5.413 0.079 -0.049 0.042
H 1.277 -2.686 -1.964 -0.200 -0.408 0.364
H -6.091 3.160 5.484 0.022 0.027 0.020
H -5.077 1.538 7.046 0.083 -0.071 0.010
H 7.850 -5.148 -7.011 0.021 0.078 -0.045
H 4.750 -5.174 -4.014 0.016 0.034 0.012
H -0.966 -3.721 -2.882 0.120 0.128 0.107
H -2.515 0.130 1.607 0.063 -0.214 0.186
H -1.722 -1.138 -0.577 -0.539 0.428 0.059
H 3.130 0.866 -5.537 -0.056 -0.003 0.085
H -0.719 4.556 6.340 -0.004 0.021 0.010
H -1.640 8.223 6.080 -0.048 0.013 -0.009
H -1.409 5.901 7.256 -0.012 -0.013 -0.011
H -2.912 0.451 6.552 0.081 0.009 -0.042
H -1.781 -2.139 -2.461 0.697 0.088 -0.814
H -4.591 3.830 6.131 -0.018 0.013 -0.025
H 4.742 -3.860 -5.179 0.036 0.004 -0.012
H 2.557 -1.706 -7.108 0.008 -0.017 0.070
H -4.256 0.121 1.644 0.077 -0.021 0.420
H -3.616 -1.688 0.286 -0.261 -0.381 0.167
H -2.350 5.106 5.983 -0.003 0.051 -0.007
H 5.996 -3.926 -3.932 -0.022 -0.001 -0.003
H 0.280 -1.228 -2.105 0.430 -0.108 0.147
H 1.579 -0.009 -3.817 -0.022 -0.108 0.080
H -4.643 3.173 4.489 0.047 -0.002 0.032
```
Forces are in eV/Å.

Its multiplicity is 1. The HOMO energy is -4.63 eV. The calculation puts the total energy at -6365.40239 a.u. Its net charge is -1. The value obtained for the HOMO-LUMO gap is 0.245 Eh.

***

Strongest force on any atom for the records above, in order: 0.69 5.49 2.26 eV/A